1.
15
Properties=species:S:1:pos:R:3:forces:R:3 method="wB97M-V/def2-TZVPD" relative_energy_kcal_mol=41.4 smiles="S=C1NCC=CCO1" e_homo_ev=-8.21 lumo_ev=0.57 largest_force_ev_per_a=2.8 total_energy_ev=-19669.8078 molar_mass_g_mol=129.18
C -0.37669 0.80324 0.28597 2.6 0.5 0.7
C -0.87485 -1.61069 -0.30848 -0.6 -1.1 -0.3
C 0.27414 -2.03072 -1.17503 2.3 1.0 -1.1
C 1.49962 -1.47772 -0.95664 -2.2 -0.4 1.2
C 1.60618 -0.75701 0.39208 1.2 1.5 -1.1
H -2.07149 0.11227 -0.37610 0.7 -0.2 0.3
H -0.82595 -2.05939 0.68992 0.0 -0.2 -0.1
H -1.76512 -2.01236 -0.82126 0.2 0.2 0.6
H 0.09784 -2.63151 -2.08428 -0.1 0.3 0.6
H 2.38438 -1.55298 -1.59258 -0.4 -0.2 0.2
H 2.68760 -0.54067 0.53532 -0.9 0.1 0.3
H 1.25173 -1.34936 1.22878 -0.2 -0.1 0.0
N -1.11597 -0.19270 -0.16138 -1.8 -0.1 -1.0
O 0.97551 0.61381 0.46329 -0.3 -1.7 -0.3
S -0.90760 2.30685 0.65101 -0.5 0.3 -0.1

=====

2.
129
Properties=species:S:1:pos:R:3:forces:R:3 method="wB97M-V/def2-TZVPD" relative_energy_kcal_mol=117.8 e_homo_ev=-4.36 lumo_ev=2.31 largest_force_ev_per_a=1.3 total_energy_ev=-128758.8858 charge=-1 molar_mass_g_mol=1213.35
Pb 0.24309 0.60026 0.17647 -0.1 -0.5 0.2
C -0.08655 1.72601 -3.43369 -0.1 -0.2 0.3
P 0.24233 2.66802 -1.87174 -0.1 0.4 -0.8
C 1.12856 4.11802 -2.55536 0.0 -0.1 0.1
C 0.44522 5.09840 -3.26938 0.0 0.0 0.1
C 1.13056 6.17432 -3.81340 0.0 0.1 0.0
C 2.50322 6.28155 -3.63983 0.0 0.0 0.0
C 3.18930 5.30300 -2.93412 0.1 0.0 0.0
C 2.50762 4.22287 -2.39429 -0.1 0.0 0.0
C -1.38899 3.31468 -1.34776 0.2 -0.4 0.6
C -1.36933 4.39284 -0.30531 -0.1 0.3 -0.3
C -2.61642 5.06085 0.10908 0.0 0.2 -0.3
C -3.88135 4.71918 -0.57546 0.0 0.0 0.1
C -3.93502 3.79741 -1.53819 -0.1 0.1 0.1
C -2.80022 2.96215 -1.94772 -0.1 -0.1 -0.3
C 0.33476 0.28803 -3.28205 0.1 -0.1 0.1
C 0.54148 -0.60549 -4.31273 0.0 0.1 -0.2
C 0.85347 -1.84522 -3.71927 -0.1 -0.2 0.1
C 0.81560 -1.65121 -2.35193 0.2 0.3 -0.2
C 1.07881 -2.67642 -1.29239 0.0 0.5 0.1
P 2.73127 -2.36081 -0.49971 -0.1 -0.1 -0.2
C 2.71221 -3.62278 0.82574 0.2 0.2 0.1
C 3.80983 -4.42657 1.12674 -0.1 0.0 -0.1
C 3.82492 -5.19640 2.28092 0.1 -0.1 0.1
C 2.75381 -5.16180 3.16114 0.0 0.0 0.0
C 1.66142 -4.35300 2.87687 0.1 0.0 0.1
C 1.64357 -3.58363 1.72651 0.0 0.0 -0.1
C 3.75855 -3.10467 -1.83237 0.0 0.2 0.1
C 3.76682 -4.45630 -2.16944 0.0 0.0 0.0
C 4.48399 -4.90033 -3.26966 0.0 -0.1 0.0
C 5.20135 -4.00088 -4.04810 0.0 0.0 0.0
C 5.19014 -2.65250 -3.72728 0.0 0.0 0.0
C 4.46873 -2.20786 -2.62774 0.0 -0.1 0.0
N 0.52512 -0.32892 -2.06880 -0.1 -0.4 -0.2
H 0.47961 2.19854 -4.23745 -0.1 0.0 0.0
H -1.14606 1.78025 -3.69682 0.0 0.1 0.0
H -0.63011 5.01613 -3.38595 0.0 0.0 0.0
H 0.59388 6.93471 -4.36785 0.0 0.0 0.0
H 3.03717 7.12649 -4.05692 0.0 0.0 0.0
H 4.25942 5.39085 -2.79258 0.0 0.0 0.0
H 3.03792 3.46728 -1.82967 0.1 0.0 0.1
H -0.44970 4.96379 -0.24734 0.0 0.0 0.1
H -2.55588 6.07279 0.50289 0.0 0.0 0.0
H -4.76670 5.27437 -0.28944 0.0 0.0 -0.1
H -4.87017 3.60456 -2.05311 0.0 0.0 0.1
H -2.85102 2.58342 -2.96410 0.0 0.0 0.0
H 0.48352 -0.38056 -5.36826 0.0 0.0 0.0
H 1.04024 -2.78125 -4.22620 0.1 0.0 0.0
H 1.07681 -3.67898 -1.72161 -0.1 0.0 0.0
H 0.31787 -2.61329 -0.51297 0.0 -0.1 0.0
H 4.65945 -4.44170 0.45411 0.0 0.0 0.0
H 4.68607 -5.81559 2.50464 0.0 0.0 0.0
H 2.77360 -5.74682 4.07238 0.0 0.0 0.0
H 0.83029 -4.29825 3.56999 0.3 0.0 -0.1
H 0.80362 -2.92346 1.53571 0.1 0.1 0.1
H 3.19844 -5.16266 -1.57469 0.0 0.0 0.0
H 4.47798 -5.95257 -3.52838 0.0 0.0 0.0
H 5.75142 -4.35069 -4.91296 0.0 0.0 0.0
H 5.73741 -1.94080 -4.33285 0.0 0.0 0.0
H 4.43378 -1.14895 -2.39559 0.0 0.0 0.0
N 4.10321 1.41331 -0.23528 -0.4 0.1 -0.2
N 4.94693 0.63146 0.54280 0.3 -0.3 0.0
C 4.63734 0.09196 1.73344 -0.2 0.0 0.2
N 5.63055 -0.65576 2.30042 0.2 -0.1 -0.1
S 3.18287 0.29431 2.50800 0.0 0.0 0.0
H 3.42987 0.80279 -0.70456 0.0 0.0 0.2
H 3.56093 2.01553 0.38921 0.0 0.1 0.0
H 5.80673 0.37406 0.08863 0.1 0.0 0.0
H 6.58618 -0.54344 2.00165 0.0 0.0 0.0
H 5.47796 -0.89483 3.26382 0.0 0.0 0.0
O -1.97702 4.09975 0.94482 0.0 -0.3 0.3
C -2.13746 2.07823 -0.95484 0.1 0.2 -0.1
N -2.03664 0.99010 -0.38176 0.3 -0.1 -0.1
O -1.16882 -1.62603 0.90032 0.2 0.2 -0.2
P -2.55169 -2.15196 0.75496 -0.8 -1.0 0.4
N -2.69956 -3.66245 1.52497 0.4 0.4 -0.1
C -1.71653 -4.64036 1.03190 0.0 -0.2 0.0
C -1.73857 -5.72298 2.10075 0.0 0.1 0.1
C -1.81372 -4.90213 3.39364 -0.1 0.0 -0.1
C -2.56268 -3.61561 2.99604 -0.2 0.0 0.1
N -3.00049 -2.58447 -0.77068 -0.1 0.5 0.2
C -2.49337 -1.93805 -2.00377 0.3 -0.1 -0.1
C -3.51372 -2.31676 -3.07651 0.0 -0.2 0.0
C -4.12285 -3.61722 -2.54420 0.0 0.1 0.1
C -4.22490 -3.33415 -1.04909 -0.1 -0.2 -0.1
N -3.73506 -1.23518 1.51444 0.5 0.1 -0.5
C -4.69028 -0.46815 0.68387 -0.2 -0.1 -0.1
C -5.18126 0.62904 1.62000 0.2 0.0 0.0
C -3.90540 0.98796 2.38165 -0.1 -0.1 -0.1
C -3.29832 -0.38896 2.64808 -0.1 0.1 0.2
H -0.70967 -4.20509 0.96579 -0.2 -0.1 -0.1
H -2.00245 -4.99922 0.04228 0.0 0.0 0.0
H -0.85520 -6.36002 2.06331 0.0 0.0 0.0
H -2.62973 -6.34357 1.98576 0.0 0.0 0.0
H -0.80435 -4.65627 3.72587 -0.4 -0.1 0.1
H -2.31933 -5.43386 4.19914 0.0 0.0 0.0
H -1.99679 -2.73627 3.32188 0.0 0.0 0.0
H -3.55881 -3.56258 3.44072 0.0 0.0 0.0
H -1.51189 -2.34721 -2.25581 -0.1 0.1 0.0
H -2.38123 -0.86689 -1.86989 0.0 0.2 0.0
H -3.03980 -2.44779 -4.04844 0.0 0.1 0.0
H -4.29241 -1.55569 -3.17323 0.0 0.0 0.0
H -3.43935 -4.45071 -2.72211 0.0 0.0 0.0
H -5.09118 -3.85294 -2.98647 0.0 0.0 0.0
H -4.27395 -4.23058 -0.43019 0.0 0.0 0.0
H -5.12559 -2.73885 -0.85908 0.0 0.0 0.1
H -5.50293 -1.11208 0.34284 0.0 0.0 0.0
H -4.18496 -0.01829 -0.17436 0.0 0.0 0.0
H -5.92839 0.22853 2.31154 -0.1 0.0 0.0
H -5.61005 1.47025 1.07624 0.0 0.0 0.0
H -4.09628 1.53983 3.30177 0.0 0.0 0.0
H -3.24737 1.57606 1.73908 0.0 0.0 0.1
H -3.69896 -0.80937 3.57824 0.1 0.0 0.0
H -2.21017 -0.35440 2.71665 0.0 0.0 0.0
O 0.18330 6.38054 6.78456 0.0 0.0 0.0
C 0.18472 6.89666 5.52247 0.0 0.1 0.2
O -0.02715 8.07442 5.38700 0.0 0.0 0.0
C 0.46859 5.95978 4.42266 0.1 -0.1 -0.3
C 0.40301 4.56540 4.53218 -0.1 0.2 0.1
C 0.68959 3.75373 3.45681 0.0 0.0 0.0
C 1.08039 4.29776 2.22300 0.1 0.1 0.0
S 1.51537 3.30967 0.87436 -0.1 0.2 -0.1
C 1.11594 5.70054 2.10803 0.0 -0.1 0.1
C 0.81367 6.50678 3.18125 0.0 0.0 0.2
H 0.44370 5.45390 6.74990 0.0 0.0 0.0
H 0.09326 4.09221 5.46017 0.0 0.0 0.0
H 0.62805 2.67686 3.54792 0.0 0.0 0.0
H 1.39471 6.13302 1.15482 0.0 0.0 0.0
H 0.85274 7.58533 3.09990 0.0 0.0 0.0

=====

3.
19
Properties=species:S:1:pos:R:3:forces:R:3 method="wB97M-V/def2-TZVPD" relative_energy_kcal_mol=22.1 smiles="CCCCCC(=O)[O-]" e_homo_ev=-3.81 lumo_ev=3.82 largest_force_ev_per_a=2.8 total_energy_ev=-10496.1214 charge=-1 molar_mass_g_mol=115.15
O 2.31444 1.53414 -2.11594 0.1 0.8 -0.1
C 1.50136 0.63708 -1.85717 1.7 -0.8 1.2
O 0.59934 0.15866 -2.55830 -0.6 -0.3 0.0
C 1.74310 -0.07500 -0.39838 1.3 0.4 -0.8
C 0.95680 0.62656 0.63702 -2.7 0.2 -0.5
C -0.54801 0.81562 0.19548 1.8 0.8 0.4
C -1.16216 -0.53405 -0.07661 -0.4 -0.8 -0.4
C -1.98885 -1.05225 1.09375 1.6 -1.0 0.9
H 1.59016 -1.12228 -0.55753 -0.6 -0.7 0.2
H 2.74463 -0.01139 0.07425 0.3 0.1 -1.3
H 0.88440 0.18880 1.60305 0.2 -1.3 1.0
H 1.47148 1.52861 0.87394 0.1 1.3 -0.3
H -1.01365 1.37347 1.05705 -0.2 -0.4 -1.1
H -0.54690 1.35764 -0.76955 -0.2 0.2 0.8
H -1.77421 -0.46987 -0.94658 -0.7 0.3 -0.8
H -0.41832 -1.31305 -0.43463 -0.7 1.0 0.8
H -2.58277 -1.93106 0.78079 0.2 0.3 0.4
H -1.13989 -1.40483 1.77940 -1.7 0.3 -0.1
H -2.63095 -0.30680 1.61995 0.5 -0.5 -0.5

=====

4.
68
Properties=species:S:1:pos:R:3:forces:R:3 method="wB97M-V/def2-TZVPD" s2=2.046 relative_energy_kcal_mol=25.5 e_homo_ev="-5.41 / -5.39" lumo_ev="1.50 / 1.51" largest_force_ev_per_a=3.2 total_energy_ev=-258589.8325 charge=-1 spin_multiplicity=3 molar_mass_g_mol=887.75
V 1.77071 0.34686 0.62655 0.8 0.0 0.3
O 0.22880 -3.77157 3.46321 0.7 -1.5 0.4
C 0.39040 -2.63895 3.15295 1.4 0.7 -0.5
O 1.58929 -1.98584 3.22771 -0.9 -0.6 0.0
C -0.80680 -1.84635 2.84832 -0.2 1.3 -0.5
C -1.87085 -2.10992 3.66593 -1.4 2.4 -0.7
C -2.96327 -1.17125 3.71003 1.8 -2.3 0.5
C -3.00415 -0.08168 2.93063 1.4 0.8 -2.5
C -1.94260 0.09877 1.96329 -1.9 0.3 1.0
C -0.83519 -0.76952 1.86117 -0.4 0.4 1.1
O 0.07523 -0.54147 1.00491 0.4 -0.8 -0.1
N -2.07680 1.24893 1.04250 0.3 -1.1 0.8
O -1.65916 1.07304 -0.09785 -0.7 0.8 0.7
O -2.59779 2.27140 1.48473 0.3 -0.5 -0.9
N -4.05426 -1.47739 4.59733 0.4 -0.8 0.6
O -3.91867 -2.30428 5.49385 0.2 0.4 -0.6
O -5.08233 -0.89423 4.37848 -1.5 0.7 0.0
H -1.99512 -2.95550 4.28029 0.6 -0.9 0.7
H -3.89379 0.51595 2.90850 0.0 0.6 0.1
Br 1.85034 -1.67137 -1.24918 -0.5 0.1 0.1
C 3.40313 -1.01065 -2.04657 2.3 1.4 0.1
C 3.84054 -1.48932 -3.24374 -1.1 -1.6 -0.5
C 5.05697 -1.12945 -3.89866 0.4 0.5 0.1
C 5.73903 -0.13253 -3.24800 0.5 0.0 -0.3
C 5.35664 0.40125 -1.96863 1.2 -0.4 -0.9
C 6.23622 1.28068 -1.30970 -1.5 0.5 1.5
C 5.90208 1.78893 -0.06766 0.3 -0.6 -0.7
C 4.68520 1.44109 0.54014 -0.9 0.2 -0.2
C 3.79887 0.54624 -0.07228 -0.1 0.2 0.5
C 4.20971 -0.02870 -1.31342 -1.8 -0.6 0.1
H 3.18858 -2.26290 -3.65827 0.3 0.1 -0.3
H 5.46807 -1.62490 -4.84900 -1.0 0.9 1.6
H 6.65406 0.30300 -3.65051 -0.1 -0.3 -0.1
H 7.09099 1.67659 -1.76207 1.3 0.1 -0.9
H 6.61228 2.44425 0.41704 -0.1 0.2 0.1
H 4.38109 2.02316 1.42790 0.1 -0.7 -0.3
N -1.51620 4.47251 -1.33447 -1.7 0.8 -0.9
C -0.65023 3.52225 -1.78774 1.1 -0.4 0.8
C 0.12579 2.80966 -0.83321 -0.6 0.8 -0.2
N 1.05650 1.98356 -1.20680 0.5 -0.9 0.8
C 1.28488 1.86167 -2.51549 -0.6 -0.4 -1.5
C 0.51255 2.52040 -3.44192 0.0 0.6 -0.2
N -0.45078 3.35422 -3.06570 -0.8 0.7 -0.4
H -2.06375 4.19836 -0.52979 0.1 0.0 0.2
H -2.11695 4.85645 -2.09186 0.7 -0.5 0.9
H -0.06720 2.95514 0.21684 0.2 0.0 0.2
H 1.93643 1.12544 -2.92703 0.9 -0.4 0.4
H 0.61946 2.50809 -4.53328 0.4 -0.6 0.5
Cl 1.30366 1.97872 2.26583 0.2 -0.2 -0.4
Si 2.88503 -1.30757 2.36202 -0.7 0.7 -0.3
Cl 3.99565 -0.37217 3.87094 -0.2 0.1 0.1
Cl 4.20836 -2.90226 1.97677 -0.3 0.0 -0.3
C -5.13102 -2.16314 1.29873 -1.0 -1.3 -1.2
N -4.64253 -1.43844 0.15543 0.1 -1.1 0.1
C -4.92645 -0.15292 -0.09930 -0.4 2.1 -0.2
C -4.17710 0.24675 -1.12420 2.4 0.6 -2.1
N -3.33723 -0.84852 -1.47051 -1.2 0.1 0.2
C -2.22322 -0.95866 -2.38459 1.4 0.0 0.3
C -3.67977 -1.88660 -0.69562 0.2 -1.7 0.8
Se -3.00081 -3.67350 -0.61882 -0.3 1.3 -0.3
H -4.29336 -2.76764 1.58362 -0.1 -1.2 0.0
H -6.13627 -2.70764 1.11714 1.9 0.7 0.3
H -5.17935 -1.48984 2.08718 -0.8 1.4 1.4
H -5.50839 0.53068 0.49679 -0.4 -0.5 0.2
H -3.98235 1.21518 -1.63984 -0.5 -1.0 0.8
H -1.30382 -0.52821 -1.91972 -0.7 0.0 -0.2
H -2.39251 -0.46379 -3.34666 -0.2 -0.3 0.2
H -1.97651 -2.04055 -2.45464 -0.5 0.7 -0.4